Molecular formula: C6H10
Method: DFT, ωB97M-V/def2-TZVPD

```
! wB97M-V def2-TZVPD RIJCOSX def2/J DEFGRID3
* xyz 0 1
C 1.880 -0.260 0.343
C 0.450 0.008 -0.040
C -0.098 1.413 -0.097
C -0.743 0.403 0.798
C -1.687 -0.449 -0.040
C -0.445 -0.874 -0.910
H 2.149 0.347 1.214
H 2.598 -0.009 -0.452
H 2.024 -1.316 0.596
H 0.481 2.167 0.424
H -0.626 1.802 -0.975
H -0.733 0.471 1.879
H -2.106 -1.283 0.533
H -2.533 0.080 -0.501
H -0.300 -0.538 -1.934
H -0.311 -1.962 -0.838
*
```

HOMO energy   -9.3390 eV
SMILES   C[C@@]12CC[C@@H]1C2
Frontier orbital gap   10.51 eV

=====

Molecular formula: C6H10
Method: DFT, ωB97M-V/def2-TZVPD

```
! wB97M-V def2-TZVPD RIJCOSX def2/J DEFGRID3
* xyz 0 1
C 0.283 0.240 1.787
C -0.506 0.332 0.519
C -1.790 0.707 0.576
C -0.639 -0.839 -1.700
C 0.051 -0.236 -0.731
C 1.560 -0.153 -0.909
H -0.296 0.557 2.653
H 1.139 0.918 1.786
H 0.670 -0.767 1.926
H -2.247 0.952 -0.369
H -2.285 0.729 1.537
H -0.202 -1.483 -2.449
H -1.686 -0.590 -1.849
H 2.042 0.297 -0.042
H 1.860 0.463 -1.754
H 2.047 -1.126 -0.981
*
```

HOMO energy   -8.4853 eV
SMILES   C=C(C)C(=C)C
Frontier orbital gap   9.45 eV

=====

Molecular formula: C6H10
Method: DFT, ωB97M-V/def2-TZVPD

```
! wB97M-V def2-TZVPD RIJCOSX def2/J DEFGRID3
* xyz 0 1
C -2.053 -1.088 -0.135
C -1.497 0.003 0.509
C -0.778 1.048 -0.171
C 0.755 1.065 0.079
C 1.196 -0.244 -0.461
C 2.035 -0.983 0.247
H -1.947 -1.136 -1.217
H -2.414 -1.964 0.454
H -1.463 0.157 1.537
H -1.151 2.077 0.126
H -0.890 1.072 -1.288
H 1.351 1.944 -0.439
H 1.068 1.134 1.144
H 0.826 -0.585 -1.443
H 2.518 -1.848 -0.199
H 2.446 -0.652 1.256
*
```

HOMO energy   -9.3392 eV
SMILES   C=CCCC=C
Frontier orbital gap   10.55 eV

=====

Molecular formula: C6H10
Method: DFT, ωB97M-V/def2-TZVPD

```
! wB97M-V def2-TZVPD RIJCOSX def2/J DEFGRID3
* xyz 0 1
C 2.547 -0.602 0.411
C -0.041 0.475 -1.336
C -0.920 -0.669 -0.919
C -1.776 -0.257 0.292
C -1.373 1.169 0.465
C -0.436 1.548 -0.437
H 1.740 -0.706 1.144
H 3.272 0.129 0.778
H 3.043 -1.567 0.280
H 2.134 -0.261 -0.544
H -1.529 -0.936 -1.794
H -0.297 -1.554 -0.733
H -1.548 -0.840 1.194
H -2.858 -0.351 0.131
H -1.795 1.810 1.238
H -0.007 2.546 -0.478
*
```

HOMO energy   -8.1137 eV
Frontier orbital gap   7.83 eV

=====

Molecular formula: C6H10
Method: DFT, ωB97M-V/def2-TZVPD

```
! wB97M-V def2-TZVPD RIJCOSX def2/J DEFGRID3
* xyz 0 1
C 1.788 0.753 -1.317
C 0.885 0.338 -2.198
C -1.748 -0.789 -0.826
C -1.033 -0.453 0.215
C -0.209 -0.072 1.153
C -0.384 -0.100 2.645
H 1.785 1.771 -0.933
H 2.541 0.080 -0.913
H 0.739 0.322 0.783
H 0.862 -0.688 -2.557
H 0.107 0.997 -2.576
H -2.407 -0.075 -1.315
H -1.682 -1.782 -1.265
H -1.356 -0.500 2.941
H 0.400 -0.711 3.107
H -0.286 0.912 3.055
*
```

HOMO energy   -9.3672 eV
SMILES   C=C=CC.C=C
Frontier orbital gap   10.44 eV

=====

Molecular formula: C6H10
Method: DFT, ωB97M-V/def2-TZVPD

```
! wB97M-V def2-TZVPD RIJCOSX def2/J DEFGRID3
* xyz 0 1
C -0.346 -0.031 -1.710
C 0.262 0.153 -0.323
C 1.431 1.127 -0.228
C -0.753 -1.595 2.183
C -0.959 -0.458 1.579
C -0.823 0.499 0.707
H 0.425 -0.191 -2.472
H -0.950 0.836 -1.993
H -0.999 -0.913 -1.702
H 0.649 -0.828 -0.021
H 1.930 0.999 0.741
H 2.172 0.944 -1.015
H 1.087 2.163 -0.299
H -1.275 -2.486 1.852
H 0.024 -1.672 2.936
H -1.407 1.424 0.713
*
```

HOMO energy   -9.4852 eV
SMILES   C=C=CC(C)C
Frontier orbital gap   10.57 eV

=====

Molecular formula: C6H10
Method: DFT, ωB97M-V/def2-TZVPD

```
! wB97M-V def2-TZVPD RIJCOSX def2/J DEFGRID3
* xyz 0 1
C 1.018 -0.500 1.753
C 0.750 -0.452 0.291
C -0.404 -1.138 -0.452
C -0.655 0.157 -1.270
C -1.492 1.176 -0.699
C 0.673 0.705 -0.582
H 1.110 -1.525 2.127
H 1.930 0.046 2.013
H 0.186 -0.013 2.296
H 1.493 -0.040 -0.980
H -0.181 -2.064 -0.995
H -1.243 -1.335 0.223
H -0.623 0.100 -2.359
H -1.830 1.106 0.331
H -1.757 2.054 -1.275
H 1.025 1.724 -0.422
*
```

HOMO energy (spin up / spin down)   -7.1423 / -6.2943 eV
Frontier orbital gap (spin up / spin down)   8.18 / 7.02 eV

=====

Molecular formula: C6H10
Method: DFT, ωB97M-V/def2-TZVPD

```
! wB97M-V def2-TZVPD RIJCOSX def2/J DEFGRID3
* xyz 0 1
C 2.890 0.379 -0.466
C 1.664 0.168 0.303
C 0.537 -0.075 0.659
C -0.878 -0.471 0.553
C -1.117 -0.681 -0.965
C -1.852 0.555 1.141
H 3.240 1.413 -0.423
H 3.702 -0.290 -0.166
H 2.642 0.158 -1.512
H -1.027 -1.426 1.074
H -1.565 0.214 -1.411
H -1.768 -1.537 -1.160
H -0.164 -0.855 -1.472
H -1.711 1.531 0.664
H -2.885 0.238 0.962
H -1.709 0.681 2.219
*
```

HOMO energy   -9.2516 eV
SMILES   CC#CC(C)C
Frontier orbital gap   10.32 eV

=====

Molecular formula: C6H10
Method: DFT, ωB97M-V/def2-TZVPD

```
! wB97M-V def2-TZVPD RIJCOSX def2/J DEFGRID3
* xyz 0 1
C -0.175 1.284 1.402
C 0.415 0.124 0.595
C 1.686 -0.229 0.743
C -1.595 -1.120 -0.174
C -0.478 -0.478 -0.474
C 0.030 -0.141 -1.856
H 0.658 1.568 2.054
H -1.001 0.883 1.990
H -0.453 2.192 0.876
H 2.221 -0.857 0.039
H 2.346 0.286 1.432
H -2.168 -1.762 -0.830
H -1.800 -1.336 0.874
H 0.609 0.769 -1.800
H -0.811 -0.167 -2.553
H 0.517 -1.018 -2.320
*
```

HOMO energy   -9.0912 eV
SMILES   C=C(C)C(=C)C
Frontier orbital gap   10.15 eV

=====

Molecular formula: C6H10
Method: DFT, ωB97M-V/def2-TZVPD

```
! wB97M-V def2-TZVPD RIJCOSX def2/J DEFGRID3
* xyz 0 1
C -0.632 0.114 -1.431
C -0.620 -0.117 0.057
C -0.417 -1.562 0.465
C 0.302 1.602 1.337
C 1.128 0.780 0.607
C 1.946 0.229 -0.201
H -1.603 -0.252 -1.795
H 0.170 -0.425 -1.942
H -0.547 1.172 -1.684
H -1.474 0.320 0.555
H -0.243 -1.696 1.536
H -1.356 -2.082 0.220
H 0.395 -2.047 -0.089
H 0.366 2.692 1.234
H -0.280 1.265 2.191
H 2.972 -0.021 0.016
*
```

HOMO energy   -7.1929 eV
Frontier orbital gap   7.01 eV

=====

Molecular formula: C6H10
Method: DFT, ωB97M-V/def2-TZVPD

```
! wB97M-V def2-TZVPD RIJCOSX def2/J DEFGRID3
* xyz 0 1
C 2.024 0.235 -0.077
C -0.221 -0.177 0.143
C 0.574 -0.012 -1.005
C -1.699 0.141 -0.042
C -1.248 -1.239 0.265
C -0.860 0.835 0.980
H 2.078 1.298 0.153
H 2.823 0.035 -0.794
H 2.264 -0.306 0.836
H 0.375 0.780 -1.707
H 0.694 -0.952 -1.535
H -2.400 0.512 -0.767
H -1.444 -1.646 1.257
H -1.330 -1.974 -0.535
H -0.608 1.877 0.795
H -1.022 0.592 2.033
*
```

HOMO energy   -7.9505 eV
SMILES   CC[C@]12C[C@H]1C2
Frontier orbital gap   9.09 eV

=====

Molecular formula: C6H10
Method: DFT, ωB97M-V/def2-TZVPD

```
! wB97M-V def2-TZVPD RIJCOSX def2/J DEFGRID3
* xyz 0 1
C 0.234 0.062 -1.407
C -1.032 -0.355 -0.655
C -0.817 -1.530 0.301
C 0.702 1.554 1.835
C 1.074 1.110 0.664
C 1.327 0.628 -0.523
H -1.796 -0.619 -1.395
H 0.632 -0.801 -1.956
H -0.020 0.816 -2.166
H -1.424 0.505 -0.096
H -0.250 -1.231 1.188
H -1.775 -1.938 0.641
H -0.263 -2.339 -0.191
H 0.373 2.582 1.966
H 0.692 0.906 2.708
H 2.344 0.651 -0.915
*
```

HOMO energy   -9.3972 eV
SMILES   C=C=CCCC
Frontier orbital gap   10.53 eV

=====

In kJ/mol, the energy relative to the best compared isomer or geometry (same formula, charge and spin) values for the records above are, in order, 132.40 140.26 177.35 333.06 242.87 161.38 536.76 152.84 139.32 546.37 330.16 131.69.
In Eh, the energy values for the records above are, in order, -234.55208 -234.54909 -234.53496 -234.47566 -234.51001 -234.54105 -234.39807 -234.54430 -234.54945 -234.39441 -234.47676 -234.55235.